Entry 1:
One molecule with the formula C3H7N. Source: OMol25; level of theory: ωB97M-V with the def2-TZVPD basis set.

The calculation puts the largest force on an atom at 0.0161 hartree/bohr. The structure (SMILES) is C=NCC. The calculation puts the energy above the lowest of the compared OMol25 structures with the same formula, charge and spin at 44.32 kJ/mol. The spin multiplicity is 1. The value obtained for the HOMO energy is -9.52 eV.

Structure (XYZ):
```
11
C3H7N, DFT ωB97M-V with the def2-TZVPD basis set
C 0.9125 1.2059 0.0890
N 0.5025 0.3197 0.8881
C -0.4854 -0.6503 0.4489
C -0.7713 -0.7825 -1.0503
H 0.6417 1.2744 -0.9625
H 1.5976 1.9453 0.4996
H -0.2429 -1.6171 0.8941
H -1.4061 -0.3691 0.9660
H -1.5200 -1.5653 -1.1674
H -1.1711 0.1521 -1.4367
H 0.1404 -1.0781 -1.5698
```

Results of the Löwdin charge analysis, in e, for atoms 1 through 8: atom 1 (C): -0.072, atom 2 (N): -0.041, atom 3 (C): -0.310, atom 4 (C): -0.117, atom 5 (H): 0.062, atom 6 (H): 0.064, atom 7 (H): 0.102, atom 8 (H): 0.107



Entry 2:
C4H4OTl as an isolated structure in a non-equilibrium geometry. Source: OMol25; level of theory: ωB97M-V with the def2-TZVPD basis set.

The calculation puts the largest force on an atom at 0.1242 hartree/bohr. The spin multiplicity is 2. As for the total charge: +4. The value obtained for the HOMO energy (spin up / spin down) is -30.64 / -31.29 eV.

Structure (XYZ):
```
10
C4H4OTl, DFT ωB97M-V with the def2-TZVPD basis set
H -0.8665 0.8941 0.6641
C 1.9945 1.4160 -0.9877
C 0.9484 0.7958 -0.7588
C -0.2557 0.1784 -0.4553
C -0.4411 -0.4551 0.8817
O -1.3701 -1.2966 1.0739
H 2.8585 2.0433 -1.1799
H -0.8121 -0.2554 -1.3023
H 0.4616 -0.5847 1.5202
Tl -2.5175 -2.7358 0.5440
```

Results of the Löwdin charge analysis, in e, for atoms 1 through 8: atom 1 (H): 0.401, atom 2 (C): 0.691, atom 3 (C): 0.251, atom 4 (C): 0.167, atom 5 (C): -0.046, atom 6 (O): -0.078, atom 7 (H): 0.200, atom 8 (H): 0.220



Entry 3:
C2H3ClFN as an isolated structure in a non-equilibrium geometry. Source: OMol25; level of theory: ωB97M-V with the def2-TZVPD basis set.

The calculation puts the largest force on an atom at 0.0671 hartree/bohr. The calculation puts the energy above the lowest of the compared OMol25 structures with the same formula, charge and spin at 85.55 kJ/mol. The spin multiplicity is 1. The value obtained for the HOMO energy is -10.95 eV.

Structure (XYZ):
```
8
C2H3ClFN, DFT ωB97M-V with the def2-TZVPD basis set
C 1.2301 0.3479 0.5118
C -0.8371 -0.0341 -0.5554
N 0.2467 0.6561 -0.1976
F -0.7705 -1.6855 0.1204
Cl -2.3126 0.5577 0.0915
H 1.9928 1.0968 0.6716
H 1.3548 -0.6343 0.9636
H -0.9041 -0.3046 -1.6058
```

In the Löwdin picture, each atom carries the following charge in e: atom 1 (C): 0.035, atom 2 (C): -0.650, atom 3 (N): -0.040, atom 4 (F): -0.328, atom 5 (Cl): 0.702, atom 6 (H): 0.082, atom 7 (H): 0.094, atom 8 (H): 0.105



Entry 4:
One molecule with the formula C4H12N2 in a non-equilibrium geometry. Source: OMol25; level of theory: ωB97M-V with the def2-TZVPD basis set.

The calculation puts the largest force on an atom at 0.0286 hartree/bohr. The structure (SMILES) is CCNCCN. The calculation puts the energy above the lowest of the compared OMol25 structures with the same formula, charge and spin at 115.58 kJ/mol. The spin multiplicity is 1. The value obtained for the HOMO energy is -8.80 eV.

Structure (XYZ):
```
18
C4H12N2, DFT ωB97M-V with the def2-TZVPD basis set
C -2.3025 -1.2325 -1.1546
C -1.0959 -0.2803 -1.2767
N -0.0028 -0.5865 -0.3587
C 0.8709 0.5884 -0.2242
C 1.8403 0.4285 0.9468
N 1.3240 1.1779 2.1217
H -2.1567 -1.8114 -0.2090
H -3.2689 -0.7970 -0.8979
H -2.4284 -1.7141 -2.1223
H -0.6532 -0.5191 -2.2586
H -1.4669 0.7636 -1.2853
H -0.3712 -0.8062 0.5635
H 1.3563 0.7482 -1.1908
H 0.3031 1.4851 0.0960
H 2.8415 0.7731 0.6603
H 2.0388 -0.6097 1.2449
H 1.1538 0.5525 2.8987
H 2.0178 1.8395 2.4461
```

Results of the Löwdin charge analysis, in e, for atoms 1 through 8: atom 1 (C): -0.095, atom 2 (C): -0.315, atom 3 (N): -0.095, atom 4 (C): -0.254, atom 5 (C): -0.268, atom 6 (N): -0.017, atom 7 (H): 0.077, atom 8 (H): 0.057



Entry 5:
C14H27F6GeNO7PdS2 as an isolated structure in a non-equilibrium geometry. Source: OMol25; level of theory: ωB97M-V with the def2-TZVPD basis set.

The calculation puts the largest force on an atom at 0.0256 hartree/bohr. The calculation puts the energy above the lowest of the compared OMol25 structures with the same formula, charge and spin at 63.77 kJ/mol. The spin multiplicity is 2. As for the total charge: -1. The value obtained for the HOMO energy (spin up / spin down) is -5.04 / -5.01 eV.

Structure (XYZ):
```
59
C14H27F6GeNO7PdS2, DFT ωB97M-V with the def2-TZVPD basis set
Pd -0.5680 -0.5505 -0.4352
C -0.7729 -0.6350 3.7594
C -0.6729 0.5506 2.8047
C -2.0637 0.9624 2.3336
C -0.0073 1.7320 3.5124
O 0.1074 0.1286 1.6896
Ge 1.6398 0.9786 0.9160
O 0.6304 1.8789 -0.3533
C 1.0593 2.2796 -1.6480
C 0.6205 1.2543 -2.6911
C 2.5826 2.4430 -1.7072
C 0.3907 3.6206 -1.9356
O 1.7811 -0.5432 -0.2485
C 2.5635 -1.7126 0.0012
C 1.6484 -2.9260 0.1021
C 3.5089 -1.8694 -1.1839
C 3.3682 -1.5877 1.3003
H -1.3599 -0.3741 4.6465
H -1.2501 -1.4794 3.2567
H 0.2286 -0.9407 4.0748
H -2.7417 1.1104 3.1794
H -2.0046 1.8910 1.7614
H -2.4768 0.1865 1.6902
H -0.6250 2.0682 4.3498
H 0.9795 1.4534 3.8895
H 0.1168 2.5665 2.8148
H 1.1180 0.3033 -2.5087
H -0.4557 1.0997 -2.6324
H 0.8624 1.5992 -3.7013
H 3.0767 1.4866 -1.5043
H 2.8930 2.7888 -2.6966
H 2.9137 3.1676 -0.9574
H -0.6946 3.5027 -1.9894
H 0.6243 4.3260 -1.1334
H 0.7462 4.0324 -2.8855
H 1.0781 -3.0397 -0.8182
H 2.2234 -3.8406 0.2751
H 0.9582 -2.7826 0.9342
H 2.9304 -1.9470 -2.1083
H 4.1613 -0.9942 -1.2573
H 4.1294 -2.7643 -1.0766
H 2.6913 -1.4385 2.1482
H 3.9494 -2.4982 1.4718
H 4.0516 -0.7356 1.2556
F -1.3028 -4.3803 -0.4697
C -2.1024 -3.3807 -0.1153
F -1.6507 -2.8433 1.0133
F -3.3245 -3.8607 0.1226
S -2.2441 -2.2189 -1.5725
O -0.9293 -2.0209 -2.1761
O -3.2015 -2.9042 -2.3965
N -2.8599 -0.9453 -0.7939
S -3.7877 -0.0181 -1.7649
O -3.2457 0.0679 -3.0944
O -5.1853 -0.2532 -1.5757
C -3.5493 1.6806 -1.0772
F -3.9711 2.5229 -2.0213
F -2.2858 1.9565 -0.7860
F -4.2997 1.8464 0.0123
```

Results of the Löwdin charge analysis, in e, for atoms 1 through 8: atom 1 (Pd): 0.750, atom 2 (C): -0.039, atom 3 (C): -0.708, atom 4 (C): -0.043, atom 5 (C): -0.083, atom 6 (O): -0.395, atom 7 (Ge): 0.920, atom 8 (O): -0.370



Entry 6:
C27H23N2O4PRu as an isolated structure in a non-equilibrium geometry. Source: OMol25; level of theory: ωB97M-V with the def2-TZVPD basis set.

The calculation puts the largest force on an atom at 0.1180 hartree/bohr. The calculation puts the energy above the lowest of the compared OMol25 structures with the same formula, charge and spin at 235.51 kJ/mol. The spin multiplicity is 5. As for the total charge: +4. The value obtained for the HOMO energy (spin up / spin down) is -19.56 / -19.53 eV.

Structure (XYZ):
```
58
C27H23N2O4PRu, DFT ωB97M-V with the def2-TZVPD basis set
Ru 0.7468 -0.6719 0.3190
O -0.8235 -3.5397 2.9028
C -0.2255 -2.6032 2.2965
O -0.4468 -2.1707 1.1074
C 0.7476 -1.8018 3.1000
C 1.2508 -2.0082 4.3729
C 2.1340 -1.0805 4.9769
C 2.5147 0.0221 4.1843
C 2.0946 0.0957 2.8683
N 1.1728 -0.7298 2.3844
C 2.4419 1.1713 1.8710
O 3.3503 2.0481 2.0756
O 1.9219 1.0034 0.7338
H -1.5770 -3.9574 2.4303
H 0.8897 -2.8709 4.9096
H 2.4328 -1.2633 6.0208
H 3.2906 0.7565 4.4203
H 3.5727 2.3553 2.9844
C -2.4359 3.5308 2.1740
C -2.1250 3.9677 0.9317
C -1.7174 3.1083 -0.0825
C -1.5956 1.7377 0.1971
C -2.0068 1.2453 1.5164
C -2.3212 2.1484 2.4796
P -0.8533 0.6265 -1.0186
C 0.1442 1.5948 -2.2840
C 1.0155 2.5284 -1.7601
C 2.0741 2.8796 -2.5814
C 2.0260 2.3500 -3.8890
C 1.1107 1.4555 -4.4555
C 0.0955 1.0960 -3.6011
C -2.1336 -0.2486 -1.8532
C -3.1728 0.3771 -2.5988
C -4.0450 -0.3851 -3.2925
C -3.7867 -1.7735 -3.3858
C -2.9203 -2.3890 -2.5385
C -1.9779 -1.7116 -1.8998
H -2.8035 4.2537 2.8999
H -2.0564 5.0581 0.7279
H -1.4014 3.4309 -1.0650
H -1.9676 0.2050 1.7407
H -2.5859 1.7800 3.4390
H 0.9483 2.9631 -0.7622
H 2.8672 3.5267 -2.3343
H 2.9060 2.6187 -4.4840
H 0.8460 1.3284 -5.5119
H -0.7915 0.4875 -3.8191
H -3.3664 1.4222 -2.4918
H -4.8038 0.0402 -3.9319
H -4.3346 -2.3843 -4.0472
H -2.6380 -3.3791 -2.6736
H -1.0889 -2.1141 -1.4180
C 3.4336 -4.7809 -0.4190
C 2.7868 -3.4264 -0.2068
N 2.3669 -2.4248 0.0762
H 2.8790 -5.2925 -1.3941
H 3.4364 -5.4343 0.4182
H 4.5050 -4.7713 -0.7595
```

Results of the Löwdin charge analysis, in e, for atoms 1 through 8: atom 1 (Ru): 1.350, atom 2 (O): 0.294, atom 3 (C): -0.364, atom 4 (O): -0.100, atom 5 (C): -0.116, atom 6 (C): 0.103, atom 7 (C): 0.105, atom 8 (C): 0.094